Entry 1:
95
Properties=species:S:1:pos:R:3:mulliken_charge:R:1 method="wB97M-V/def2-TZVPD" largest_force_ev_per_a=0.9 molar_mass_g_mol=569.9 smiles="COCCCCCCCCCC[Si@@](CCCCCN)(CCCCCCOC)CC(=O)F.O=C1C=CC(=O)C=C1" charge=0 homo_lumo_gap_ev=7.8 homo_energy_ev=-9.261
C 3.6809 3.0402 3.2736 0.40
O -2.6723 -2.5551 0.9400 -0.54
H 0.6125 -5.4813 -0.7514 0.17
H 3.5935 1.4688 -3.0573 0.41
H 0.3194 -3.4176 -2.4037 -0.33
H -3.7389 -0.6926 -4.0937 0.52
H -1.0313 4.7307 3.4848 0.32
C -1.7622 3.1712 4.7617 -0.63
H 1.0611 1.6387 0.6205 0.29
C -0.5400 -0.0477 -3.4102 -1.10
C -4.8487 0.9698 -1.6311 -1.28
C 1.8844 0.5709 -3.9244 -1.25
H 1.3214 1.4885 -4.1101 0.34
C -2.0492 2.1623 2.4376 -0.85
C -2.7413 2.5898 3.7352 -0.64
C -0.5142 -3.9802 -2.8255 0.28
H 1.2282 -7.7591 -0.5641 0.26
C -3.5724 0.6898 -2.4375 0.43
C 5.6307 1.5523 3.1832 -0.41
C 3.3885 -0.3890 -2.0335 -1.01
H -0.8338 2.5991 4.7539 0.30
C 1.2701 -5.9354 -1.4896 -0.42
H -1.0953 1.7083 2.7181 0.37
H 6.2000 0.7223 2.7847 0.44
H 3.7347 4.6114 4.8018 0.36
H -1.5450 -0.6412 -0.4350 -2.59
H -0.6686 -5.4907 -4.3556 0.36
H 3.9669 1.3684 1.8856 0.60
O 2.5918 3.3531 2.8381 -0.53
H -4.1826 -1.4094 -2.5511 0.60
H 1.1918 -1.3267 -3.0844 -0.53
C 0.0626 -5.1535 -3.6226 -0.90
H 5.9662 3.9601 5.7001 0.42
C 4.3023 3.7813 4.4009 -0.20
H 4.4392 -0.2067 -1.8187 0.44
H -4.3410 2.5403 1.0226 0.45
C 0.4699 -6.3370 -2.7293 -0.67
C -1.4503 4.6352 4.4928 -0.59
C 6.2533 2.2932 4.3088 0.26
C 1.1029 0.6101 0.2649 -0.14
H 3.3390 -1.2242 -2.7376 0.45
C 0.8597 -0.5641 -3.7883 0.54
H 2.5034 0.4300 -4.8105 0.36
H -2.1770 3.0871 5.7677 0.31
C -4.6593 0.7457 -0.1335 -0.52
H 2.6164 -7.4881 -1.4001 0.26
H -1.1323 -4.3818 -2.0222 0.31
H -3.4967 3.3475 3.5105 0.23
H -3.4394 0.5216 2.2417 0.49
C -1.3801 -3.0350 -3.6686 -0.94
H -1.7965 3.0448 1.8464 0.25
H 1.0608 -7.0480 -3.3041 0.40
O 7.3388 1.9808 4.7457 -0.55
C -1.4861 -1.6119 -0.9252 3.18
C 0.8161 4.8361 5.1655 -0.51
H 0.5876 0.5681 -0.6980 -0.48
H 2.2416 1.4546 -1.9765 0.31
H 2.0593 -5.2317 -1.7590 0.30
C -3.4717 -0.7422 -3.0378 -1.09
F -3.2193 -3.2151 -1.0651 -0.26
N 1.9210 -7.0622 -0.8034 -0.65
H -5.6374 0.7860 0.3476 0.52
H -3.1180 2.2854 -0.2224 0.32
H -0.4245 0.7279 -2.6484 0.59
C -2.4830 -2.4679 -0.2273 -0.06
H -2.7302 0.8386 -1.7536 -0.49
C 2.7007 -0.8470 -0.7494 0.54
O -0.5327 5.1790 5.4311 -0.42
H 1.3109 5.6125 4.5761 0.28
C -3.7286 1.7830 0.5281 -0.60
H -0.9173 -2.8607 -4.6415 0.57
O 2.4563 0.2269 0.1487 -0.28
H -0.5053 -2.0181 -0.6753 0.74
H 3.3706 -1.5357 -0.2323 0.45
H -3.4301 1.4160 -3.2349 0.50
C -2.8295 1.1503 1.5926 0.47
H -5.1257 2.0156 -1.7772 0.35
H 0.8878 3.9056 4.6070 0.17
H -2.1021 0.5094 1.0927 -0.75
H 1.7718 -1.3857 -0.9530 -0.69
H -0.4537 -6.8061 -2.3798 0.28
H -0.9852 0.4328 -4.2829 0.55
H 0.7792 -1.0450 -4.7633 0.52
Si -1.7218 -1.3831 -2.8039 -1.04
H 0.9626 -4.8194 -4.1443 0.34
H -5.6578 0.3437 -2.0070 0.39
C 5.4934 3.4349 4.8801 -0.49
C 2.7717 0.8443 -2.7055 -0.52
H -3.2494 1.7387 4.1877 0.44
H 1.3322 4.7172 6.1171 0.27
H -2.3614 -3.4736 -3.8608 0.63
H 0.5723 -0.0242 0.9816 0.49
C 4.4398 1.8985 2.7028 -0.31
H -4.2641 -0.2512 0.0773 0.07
H -2.3618 5.2266 4.5645 0.37

Entry 2:
99
Properties=species:S:1:pos:R:3:mulliken_charge:R:1 method="wB97M-V/def2-TZVPD" largest_force_ev_per_a=5.9 molar_mass_g_mol=632.9 charge=0 homo_lumo_gap_ev=7.9 homo_energy_ev=-8.349
O -4.0109 6.0992 -0.2371 -0.52
C 1.5138 0.0803 -4.6131 -0.71
H 1.1154 -4.3249 0.5235 0.34
H 4.5873 0.6893 -0.3614 0.38
H 2.3816 -6.4741 1.5263 0.32
H 4.2662 0.6959 1.4298 0.35
H 4.0325 -2.0051 -0.2575 0.20
H 1.0181 -5.1287 -1.0758 0.45
O -0.9477 2.6718 2.3253 -0.68
C 2.7666 0.4446 -2.5057 -0.79
C 2.4245 0.1758 0.2441 -0.72
C -5.0977 8.2125 -0.1930 -1.17
H 2.7987 1.7609 4.6931 0.18
H -5.0411 1.4066 0.7079 0.28
C -4.0346 -1.6434 -1.4620 0.38
N 1.7206 1.0868 1.1807 0.26
H 4.5538 1.3265 7.2532 0.34
C 0.9508 1.7487 -0.8939 0.48
C 1.8585 1.1418 2.6290 -0.74
C 5.2412 1.4620 6.4155 -0.79
C -5.5413 0.1808 -1.0532 -0.61
C -4.4994 1.0632 -0.2479 0.20
H -4.2184 -3.4822 -0.2067 0.30
H -5.5092 8.6040 0.7395 0.33
C 0.8793 1.9743 0.6679 0.56
O 5.8231 -0.3748 5.0258 -0.52
H -2.1053 -5.7089 -3.0899 0.25
H -6.1868 0.9179 -1.6464 0.30
C 5.9388 0.1620 6.1085 0.78
H -3.0820 8.1909 1.8192 0.32
C -4.3807 -4.9820 -4.6427 -1.16
H -3.8939 -1.9344 0.7277 0.30
H 3.0418 -2.4855 1.8135 0.08
H 6.1661 -0.6637 8.0703 0.33
H 2.7810 1.4986 -2.9436 0.19
C 1.6409 -4.5238 -0.4132 -0.69
H -4.0308 4.2350 -0.1909 0.23
H -2.2413 3.8478 -2.0414 0.34
C 4.0029 0.1467 0.4590 -1.04
C -3.9652 7.2646 0.1042 0.74
H 2.1108 -0.8797 0.5111 0.23
H 4.0111 -1.2357 2.7345 0.10
H -3.5696 0.5202 0.1019 0.06
O 0.4530 4.2062 1.5170 -0.67
H -2.9885 -6.8205 -2.0254 0.30
H 5.6334 -1.4655 0.4093 0.43
C 2.2886 1.4710 3.7307 0.24
C -4.5014 -2.3893 -0.1305 -0.95
H 7.5897 0.2422 7.4688 0.32
H -2.3147 8.6182 0.2577 0.34
H -1.3777 4.0547 -0.4415 0.38
H 3.8605 -6.9791 0.6864 0.34
H 1.7057 2.5622 -1.2056 0.38
H 3.1512 -0.9577 -3.9026 0.30
C -4.2358 -5.6473 -3.2985 0.90
H 5.9774 2.2329 6.6513 0.34
H -2.0377 7.0236 0.9856 0.21
H 7.2250 -1.3751 6.8374 0.30
H -0.1707 3.1758 -2.1511 0.42
H -6.2785 -0.3199 -0.3308 0.24
H -3.5951 -4.2349 -4.7747 0.29
H 4.7837 -2.8957 2.2848 0.32
C 1.8044 0.4192 -1.2071 1.64
C -2.0856 3.3737 -1.0085 -0.57
H 4.6708 1.7795 5.5420 0.01
H 2.2845 -7.2776 -0.0718 0.33
C 2.9364 -5.2394 -0.1322 0.85
H -2.8372 -7.2046 -3.7510 0.37
S 0.7415 -1.1297 -1.3899 -0.16
H -5.3499 -4.4836 -4.6966 0.28
C 0.0722 3.0073 1.5436 0.00
C 6.7847 -0.4440 7.1977 -1.13
O -4.9772 -0.7166 -2.0236 -0.45
H 3.8257 0.1236 -2.2536 0.48
C -2.9541 -6.3935 -3.0293 -1.08
H -4.3270 -5.7306 -5.4360 0.42
C 4.5102 -1.3794 0.5672 -0.48
N 2.2845 -0.5623 -3.5134 -0.34
H -3.2691 2.7763 0.7574 0.35
H -4.7420 9.0312 -0.8219 0.33
H -5.8859 7.6784 -0.7264 0.30
H -0.2967 -0.8650 -2.2580 -0.01
H -3.0015 -1.1865 -1.3052 -0.06
C 2.8537 -6.5814 0.5476 -1.25
C -0.3101 2.0946 -1.8034 -1.03
C 4.0929 -2.0638 1.9592 -0.63
H 1.8531 -3.5721 -0.9045 -0.13
O -5.1160 -5.5847 -2.4658 -0.54
O 4.0059 -4.7530 -0.4417 -0.55
H 1.7845 1.1669 -4.8107 0.25
O -1.5716 2.0088 -1.1260 0.04
C -2.7735 7.8169 0.8409 -0.98
H 1.6494 -0.5515 -5.5555 0.33
O -4.2528 2.2537 -1.0154 -0.37
H -5.6099 -2.3275 0.0743 0.27
H 0.4052 0.0304 -4.3228 0.15
H -0.2603 1.4464 -2.7468 -0.01
H -3.8833 -2.4602 -2.2527 0.04
C -3.4938 3.2365 -0.2645 -0.52

Entry 3:
98
Properties=species:S:1:pos:R:3:mulliken_charge:R:1 method="wB97M-V/def2-TZVPD" largest_force_ev_per_a=1.0 molar_mass_g_mol=592.8 smiles="CCCCC(=O)O[C@H](CCCCCCCCCCCOC)COO.CC#N.CC#N.CC#N.CC#N.CC#N.CC#N" charge=0 homo_lumo_gap_ev=9.8 homo_energy_ev=-9.504
H -0.4931 -2.2857 0.9455 0.36
H -2.9042 -1.1594 -2.6075 0.33
H 0.4930 -2.4614 -0.4851 0.23
H 6.0299 1.3234 -5.1771 0.24
H 2.3261 -3.3435 0.4433 0.40
H -1.9526 -3.9232 8.4460 0.26
H 4.0223 -0.7261 -1.8973 0.32
H -2.6801 -4.7548 -2.0333 0.15
C -0.2501 -4.7539 7.5560 0.40
H 1.1667 -3.1910 4.2445 0.29
H 2.2588 0.4444 -5.2703 0.51
C 5.9717 -0.6735 -4.5673 0.48
H 4.3982 4.1090 -3.3662 0.24
H 2.3566 -0.6115 -1.2152 -0.72
H 1.2323 -1.6205 2.2215 0.63
H -1.6206 0.1868 1.3583 0.57
H -5.4029 1.5226 5.0432 0.26
H 0.5042 -0.6406 -4.3173 0.53
C 3.2008 -1.2671 -1.4250 1.18
C -2.1061 2.2163 0.2007 0.46
H 6.9256 0.9675 -3.6908 0.27
H -3.8076 -0.8304 0.4808 0.55
O -3.5598 -1.2675 -1.9031 -0.40
N -2.1348 -6.8890 0.2145 -0.41
H -4.0797 2.7242 -0.3949 0.46
H -4.6724 2.0782 6.5600 0.32
C -1.6723 -4.8037 7.8716 -0.78
H -2.2913 4.7480 -0.1080 -0.31
H 3.1943 -2.6449 1.7929 0.36
C -4.5808 2.0894 5.4758 -0.84
O -2.8124 -1.9939 -0.9118 -0.16
H -2.5813 -1.9398 1.0645 0.30
C 3.3733 3.7435 -3.4315 -0.72
C 2.8206 -2.4288 -2.3462 -0.88
H 0.4292 -4.2955 3.0659 0.28
H 2.1197 -2.5008 -4.4152 0.31
H -3.6391 1.6218 5.1926 0.26
C -3.1497 4.4947 0.5171 -0.07
H -0.6567 -0.7389 -1.3540 -0.24
N 0.6604 5.6425 -4.0523 -0.53
C 1.4952 -1.4853 1.1694 -1.09
O -2.2865 1.0243 -0.4180 -0.32
C -2.6898 -6.1769 -0.4973 0.30
C -1.5947 5.8589 2.0755 -1.29
C -0.4327 -0.5272 -0.3081 -0.55
H 0.9912 -0.2413 -2.6983 -0.45
H -1.6083 3.5849 -3.2875 0.33
H -3.6914 5.4434 2.3804 0.52
H 2.6512 1.4264 -2.4211 0.34
H 2.7243 4.4525 -3.9469 0.28
H 3.4281 -0.2047 -4.0866 -0.66
H 0.0166 -4.4154 4.7884 0.22
C -3.3796 2.9813 0.4014 -0.91
C 2.4499 0.2544 -4.2138 0.21
O -1.0230 2.5921 0.5702 -0.57
C 2.6964 -2.3995 0.8500 -0.75
C -3.3932 -5.2610 -1.3862 -0.49
C -2.8257 4.9363 1.9624 -0.11
H 4.6161 -2.3645 -0.1889 0.44
C 0.2584 -3.7295 3.9807 -0.77
O 3.3581 2.4793 -4.0744 -0.39
C -1.7598 -0.1285 0.3202 0.18
N -4.6309 4.5442 4.5989 -0.42
C 3.7309 -1.7360 -0.0573 -1.72
C -0.0938 5.0234 -3.4443 0.17
C -2.8096 -1.2225 0.2729 -1.22
H -3.9190 -4.5111 -0.7992 0.14
H -0.4552 3.6146 -1.9377 0.06
H -2.6345 4.0457 2.5594 -0.06
H 2.4546 -3.2827 -1.7705 0.35
C 6.6733 0.5972 -4.6824 -0.92
H 2.9916 3.6675 -2.4060 0.31
H -0.8347 5.4308 2.7282 0.29
H -1.8639 6.8327 2.4850 0.33
H 3.7291 -2.7810 -2.8364 0.65
C -4.6184 3.4638 4.9913 0.43
H 4.0750 -0.8381 0.4702 0.43
H -3.8107 2.5993 1.3329 0.32
N 0.8707 -4.7116 7.3012 -0.40
H 0.8528 -2.6910 -3.2359 0.41
H 7.5862 0.4662 -5.2603 0.36
H -1.1210 6.0233 1.1069 0.30
N 5.3837 -1.6540 -4.4473 -0.41
C 1.7676 -2.1271 -3.4503 -1.17
H 1.7883 -0.4365 1.0708 0.50
H -4.1081 -5.8084 -1.9974 0.35
H -4.0150 5.0244 0.1186 0.43
N -1.7017 -2.0522 3.6092 -0.48
H 0.2258 0.3401 -0.2603 0.78
C -0.8346 -2.7885 3.7803 0.51
H -1.8883 -5.6958 8.4560 0.29
H -1.6823 4.8886 -2.0861 0.38
H -2.2553 -4.8297 6.9527 0.29
C 2.4402 1.5852 -3.4866 -0.28
C -1.0162 4.2302 -2.6412 -0.36
C 0.2366 -1.7705 0.3202 -0.27
H 1.4249 2.0122 -3.5570 0.15
C 1.3591 -0.6656 -3.6324 0.11

no.,E_tot (hartree)
1,-2035.08087
2,-2399.30665
3,-1919.35865